(1)
Formula: C33H55BKN9S3
Source: the Open Molecules 2025 dataset
Level of theory: ωB97M-V/def2-TZVPD

Charge ... -2
2S+1 ... 1

Structure (XYZ):
```
102
Properties=species:S:1:pos:R:3:forces:R:3
K 0.1800 -1.5440 0.2169 0.1 1.0 0.0
S -0.3973 3.0565 0.0578 -0.8 -0.3 0.2
S 3.1758 0.2578 -0.2401 -0.3 0.0 -1.0
S 0.2244 -0.2158 3.1939 0.1 -0.8 -0.2
N -0.0360 -3.8002 -0.3402 0.4 0.6 0.0
N 0.7691 2.3995 2.8161 -0.7 -0.3 0.3
N -3.1875 0.3377 -1.6319 0.1 0.1 -0.3
N -1.2864 2.0229 3.5865 1.4 0.5 -0.8
N 3.6919 -1.0348 2.1171 -0.8 1.2 0.3
N 2.2051 2.9692 0.7795 -0.3 0.4 -0.7
N 1.8797 3.7502 -1.2807 0.5 -0.8 1.4
N 2.8720 1.0219 2.3173 0.3 -0.5 -0.1
N -2.6709 0.4141 -0.3172 0.0 0.2 0.3
C -2.8695 -3.5508 0.0031 0.2 -0.4 -0.1
C -2.6750 -0.0226 3.9159 0.0 0.1 0.0
C 3.2372 3.7981 -0.9925 0.3 0.1 0.3
C -2.9115 -6.0424 -0.2121 -0.4 0.1 0.0
C -5.4714 -0.3576 -1.1833 0.2 0.1 -0.2
C 1.4196 4.0501 -2.6253 -0.3 0.4 -0.9
C -1.0767 3.3933 3.5229 0.2 0.3 0.0
C -2.7472 1.8882 5.5170 0.1 0.0 -0.3
C 3.2015 0.0523 1.4190 0.3 -0.1 -0.1
C -4.9581 2.1082 -1.3250 0.2 -0.3 -0.1
C 0.1643 3.6002 3.0512 -0.4 0.5 0.4
C 2.0940 3.0796 -3.6102 -0.1 0.1 0.2
C -0.9187 -7.3234 -0.5241 0.3 -0.3 -0.1
C 5.7133 -2.3583 1.9580 -0.3 0.1 0.0
C 3.5116 -3.4395 2.5357 0.0 0.3 0.0
C 1.8250 5.5010 -2.9586 -0.1 -0.3 0.1
C -0.7360 -4.8657 -0.3430 0.3 -0.3 -0.1
C 1.3488 -6.2807 -0.6526 -0.4 -0.1 0.0
C 3.9304 -2.6698 0.2354 0.0 0.2 0.0
C 3.1682 0.5472 3.5653 0.4 -0.2 0.4
C 1.2502 3.2102 -0.1628 0.0 0.4 -0.2
C -0.0925 3.9299 -2.7853 0.1 0.0 0.0
C -0.1154 1.4169 3.1435 -0.2 -0.1 0.4
C -4.7980 0.6424 -3.3703 0.1 0.0 0.3
C 4.1920 -2.3445 1.7012 0.7 -0.8 -0.3
C -3.6832 2.1220 3.1918 0.2 0.0 0.1
C -0.1490 -6.1936 -0.5147 0.4 -0.6 0.0
C -2.1914 -4.8796 -0.1865 -0.5 0.2 0.1
C 3.4131 3.3230 0.2513 0.5 0.4 -0.3
C -4.5936 0.7077 -1.8533 -0.2 0.0 0.1
C 3.6741 -0.6930 3.4571 0.0 0.3 0.4
C -2.3069 -7.2883 -0.3842 -0.5 -0.6 0.0
C -2.5612 1.4941 4.0386 -0.9 -0.4 0.5
B 2.1856 2.3996 2.2109 0.0 -0.2 0.0
H 1.4649 5.7712 -3.9501 0.0 0.0 -0.1
H 2.9048 5.6253 -2.9390 0.1 0.1 0.0
H 3.1741 3.2065 -3.6126 0.1 0.0 0.0
H 0.6663 4.5237 2.8469 0.1 0.2 -0.1
H 4.3996 -3.6234 0.0009 0.0 -0.2 0.1
H -1.8281 4.1058 3.7963 -0.1 0.1 0.0
H -3.7059 1.5282 5.8858 -0.1 0.0 0.0
H 1.7027 -5.5357 -1.3665 0.1 0.2 0.0
H 1.8776 2.0555 -3.3164 0.0 -0.1 0.0
H -2.7098 2.9694 5.6378 0.0 0.1 0.1
H -1.9397 -0.5184 4.5399 -0.1 -0.1 0.0
H -3.2336 -0.1663 0.2937 0.1 -0.1 -0.1
H -5.8564 0.6500 -3.6244 -0.1 0.1 0.0
H -3.9999 -5.9887 -0.0977 0.1 0.0 0.0
H -5.0778 -1.3437 -1.4202 0.0 -0.1 0.0
H -2.4820 -3.0453 0.8951 0.1 0.2 0.1
H 1.7185 3.2521 -4.6175 0.0 0.0 -0.1
H -4.3542 -0.2749 -3.7457 0.0 -0.1 -0.1
H 3.8050 -3.4087 3.5825 0.1 0.0 0.2
H 3.9641 4.1446 -1.6986 0.1 0.0 -0.1
H -2.6446 1.3722 0.0416 -0.1 -0.2 0.0
H 6.1140 -3.3583 1.7964 0.0 -0.1 -0.1
H 1.3873 6.1794 -2.2287 0.0 0.1 0.0
H -3.7690 3.1930 3.3643 0.0 0.1 0.0
H -3.6744 -0.3308 4.2214 -0.2 0.1 0.0
H -4.3141 1.4868 -3.8564 0.1 0.1 -0.1
H 2.8633 -2.7584 0.0460 -0.1 -0.2 -0.1
H -2.6632 -2.8983 -0.8504 0.1 0.2 0.0
H 1.6610 -7.2768 -0.9836 0.0 -0.1 0.0
H 1.8439 -6.0668 0.3018 0.1 0.2 0.0
H -2.5803 0.9150 -2.2064 0.0 -0.1 0.0
H -0.6046 4.6008 -2.1018 -0.1 0.0 -0.1
H -4.2051 2.8313 -1.6368 0.0 0.1 -0.1
H -5.0058 2.1142 -0.2383 0.0 0.0 0.1
H -5.9283 2.4253 -1.7049 -0.1 0.0 0.0
H -1.9523 1.4470 6.1138 0.1 -0.1 0.1
H -2.9011 -8.1971 -0.4241 0.0 0.0 0.0
H -6.4986 -0.2910 -1.5396 -0.1 0.1 0.0
H -0.4129 2.9178 -2.5585 -0.1 0.0 -0.1
H 6.2034 -1.6636 1.2765 0.1 0.0 0.0
H -0.4285 -8.2935 -0.6434 0.0 0.0 0.0
H 2.8462 3.1638 2.8897 0.0 0.1 0.0
H -0.3655 4.1770 -3.8120 0.1 0.0 -0.1
H -3.9495 -3.6702 0.1082 -0.2 0.0 0.0
H -5.4808 -0.2406 -0.1018 0.0 0.0 0.1
H 3.7810 -4.4142 2.1382 0.0 -0.1 -0.1
H 5.9402 -2.0564 2.9811 0.0 0.0 0.1
H 4.3303 -1.9038 -0.4210 0.0 -0.2 0.0
H 2.9682 1.1314 4.4415 0.0 0.0 0.1
H -3.4658 1.9638 2.1390 0.0 0.0 -0.2
H 4.3195 3.1923 0.8084 0.1 0.0 0.0
H 4.0056 -1.3590 4.2269 0.0 -0.1 0.1
H 2.4316 -3.3358 2.4722 -0.1 -0.1 -0.1
H -4.6362 1.6551 3.4368 0.0 0.0 0.0
H -2.4997 -0.3361 2.8911 0.0 -0.1 0.0
```
Positions in Å, forces in eV/Å.

***

(2)
Formula: C10H19InNO4
Source: the Open Molecules 2025 dataset
Level of theory: ωB97M-V/def2-TZVPD

Charge ... +1
2S+1 ... 1

Structure (XYZ):
```
35
Properties=species:S:1:pos:R:3:forces:R:3
In 19.0979 18.7307 -1.6597 -4.5 6.8 -8.4
O 15.6477 18.1480 -1.3123 0.3 -1.8 0.9
O 17.3304 19.3132 -0.6866 1.8 5.1 3.8
O 20.4370 17.8248 -0.8890 8.0 -5.8 4.8
O 17.5607 17.3108 -0.7913 2.4 -9.2 -5.1
N 20.3429 18.1751 0.4539 -0.9 1.2 4.1
C 21.9506 20.0847 0.1845 -0.5 -0.6 -0.7
C 16.7490 18.2559 -0.8069 -11.2 6.1 -4.9
C 19.6128 17.1427 1.3004 1.4 0.6 -0.4
C 21.4171 19.3022 2.5570 -1.7 -0.7 0.4
C 18.1335 17.0748 0.6637 2.3 -1.0 5.3
C 21.6020 18.8123 0.9996 0.4 1.6 1.8
C 20.7408 18.2590 3.4871 1.6 -1.0 -2.1
C 22.7749 17.8602 0.9810 -0.2 -0.6 -0.4
C 20.1750 15.7285 1.3365 -0.5 -1.1 -0.9
C 19.5237 17.6804 2.7914 -1.5 0.5 -0.6
H 20.6954 15.4829 0.4108 0.4 -0.1 0.1
H 20.6920 15.3474 2.2172 0.6 1.0 0.0
H 21.2775 17.3624 -0.9275 0.8 -0.8 -1.0
H 17.4416 16.8473 1.4747 -1.0 -0.2 -0.6
H 20.7404 20.1433 2.7077 0.0 0.5 -1.0
H 21.4430 17.4343 3.6094 0.2 -0.2 0.2
H 17.8134 18.0465 0.2874 1.4 4.0 4.1
H 19.3592 15.0056 1.3372 -0.4 0.1 -0.2
H 22.3225 19.6162 3.0765 0.5 -0.1 -0.9
H 21.0361 20.5375 -0.1985 -0.1 0.3 0.2
H 20.5542 18.5852 4.5103 -0.4 0.4 -0.3
H 22.6880 17.1318 1.7872 0.5 0.2 0.2
H 18.7500 18.4420 2.6940 -0.2 0.2 0.6
H 22.5250 20.8434 0.7161 -0.2 -0.3 0.3
H 17.9572 16.3514 -0.1324 0.9 -4.5 1.2
H 22.5438 19.8258 -0.6925 0.1 -0.1 -0.1
H 22.8045 17.2421 0.0837 0.0 -0.1 -0.4
H 19.1940 16.8935 3.4697 -0.6 -0.3 -0.5
H 23.7112 18.4157 0.9264 0.0 -0.2 0.6
```
Positions in Å, forces in eV/Å.

***

(3)
Formula: C7H16BrNO4Si
Source: the Open Molecules 2025 dataset
Level of theory: ωB97M-V/def2-TZVPD

SMILES string ... CO[Si](N=C=O)(OC)OC.C=CC.Br
Charge ... 0
2S+1 ... 1

Structure (XYZ):
```
30
Properties=species:S:1:pos:R:3:forces:R:3
Br -2.7736 0.2644 0.8666 -0.1 -0.1 0.1
Si -1.1472 1.6831 -2.5887 1.9 -1.2 -0.1
O -0.4006 3.2082 0.9666 0.4 1.9 3.0
O -2.4867 2.2894 -3.1650 -1.2 -0.9 0.6
O -0.0168 2.2583 -3.5938 2.4 0.1 -0.6
O -1.1439 0.0790 -2.3601 -0.8 -1.4 -0.7
N -0.6320 2.0225 -1.0149 -0.1 0.7 0.0
C 1.4365 -4.5399 5.6505 -2.5 -0.2 0.3
C -2.6736 3.6069 -3.5248 0.8 0.4 -2.6
C 2.9958 -2.9120 6.6111 0.9 0.5 -1.9
C 1.4798 2.1257 -3.4881 -2.5 -0.9 -1.0
C -0.5222 2.6842 -0.0284 -0.3 -1.4 -2.1
C 2.6776 -3.7953 5.6578 2.9 1.0 0.7
C -1.3206 -1.0072 -3.3268 2.9 -0.1 2.3
H 3.9116 -2.3027 6.4437 -0.7 -0.5 0.6
H -1.1347 -0.5463 -4.2560 0.6 -0.2 -1.5
H -2.2989 -1.3855 -3.3272 -1.4 -0.5 0.4
H -3.3584 3.6443 -4.3770 0.2 0.0 0.0
H 1.0956 -4.6188 4.6262 -0.7 0.7 -0.4
H -1.7412 0.6051 -0.0605 -0.1 -0.2 0.0
H 2.2795 -2.6076 7.3271 -0.4 0.2 1.0
H -0.5393 -1.8589 -3.0099 -1.8 1.9 -1.0
H 1.8268 1.3749 -4.2192 -0.4 -0.1 0.6
H 3.5109 -3.8559 4.9083 -1.3 -0.7 0.3
H 1.9502 3.0181 -3.8123 0.0 1.2 0.0
H -1.7199 4.0641 -3.8044 -0.1 0.0 -0.3
H 1.7109 1.8884 -2.4764 0.5 -0.3 0.7
H 1.4320 -5.6353 5.8185 0.5 0.6 0.9
H -3.0657 4.2094 -2.7874 -1.1 1.0 2.1
H 0.6679 -3.9606 6.3445 1.3 -1.6 -1.6
```
Positions in Å, forces in eV/Å.

***

Respective molecular weight values: 723.98 332.08 286.20 g mol⁻¹.
Respective orbital gap values: 2.17 4.99 10.00 eV.
Respective ΔE to the lowest compared entry with this formula, charge and spin values: 34.23 205.86 2.57 kcal per mole.